1.
{
  "formula": "C32H39F3O12",
  "method": "the ωB97M-V functional and the def2-TZVPD basis",
  "smiles": "C=CCc1c(CC)cc2c(c1COC(F)(F)F)C(=O)C(CCC(=O)O)=C(OC[C@H](C)C(C)C)C2=O.O=C1OCCO1.O=C1OCCO1",
  "multiplicity": 1,
  "total_charge": 0,
  "symbols": ["C", "C", "C", "C", "C", "C", "C", "C", "C", "C", "C", "C", "O", "C", "F", "F", "F", "C", "O", "C", "C", "C", "C", "O", "O", "C", "O", "C", "C", "C", "C", "C", "C", "C", "O", "H", "H", "H", "H", "H", "H", "H", "H", "H", "H", "H", "H", "H", "H", "H", "H", "H", "H", "H", "H", "H", "H", "H", "H", "H", "H", "H", "H", "H", "H", "H", "O", "C", "O", "C", "C", "O", "H", "H", "H", "H", "O", "C", "O", "C", "C", "O", "H", "H", "H", "H"],
  "positions_angstrom": [[9.658, -0.927, 1.004], [8.368, -0.378, 0.453], [7.364, 0.473, 1.479], [5.785, 0.287, 1.040], [4.974, 1.621, 0.440], [5.671, 3.110, 0.257], [6.729, 2.948, -1.026], [3.390, 1.502, -0.018], [2.691, 0.025, 0.110], [3.507, -1.315, 0.665], [5.065, -1.184, 1.161], [5.812, -2.554, 1.757], [5.117, -2.817, 3.061], [5.936, -3.681, 3.925], [5.151, -3.843, 5.205], [6.007, -5.025, 3.299], [7.245, -3.113, 4.323], [2.627, -2.737, 0.669], [3.160, -3.950, 0.501], [0.994, -2.527, 0.931], [0.259, -3.793, 1.739], [-0.356, -4.758, 0.520], [-0.052, -6.354, 0.737], [-1.114, -7.200, 0.651], [1.267, -6.973, 0.967], [0.238, -1.295, 0.479], [-1.187, -1.246, 0.833], [-2.031, -0.778, -0.276], [-2.600, 0.740, 0.027], [-1.559, 1.709, 0.843], [-4.059, 0.774, 0.782], [-4.208, -0.437, 1.906], [-5.315, 0.779, -0.320], [1.098, -0.160, -0.329], [0.672, 0.610, -1.333], [10.478, -0.247, 1.542], [9.805, -2.096, 0.936], [7.984, -0.539, -0.643], [7.728, 1.599, 1.395], [7.453, 0.136, 2.596], [4.913, 3.950, -0.075], [6.348, 3.421, 1.174], [6.601, 1.858, -1.464], [7.855, 3.052, -0.684], [6.499, 3.705, -1.899], [2.787, 2.425, -0.424], [5.669, -3.452, 1.020], [6.932, -2.259, 1.930], [1.041, -4.384, 2.418], [-0.632, -3.442, 2.418], [0.204, -4.447, -0.487], [-1.502, -4.567, 0.333], [1.109, -7.639, 1.705], [-2.962, -1.522, -0.343], [-1.497, -0.877, -1.339], [-2.752, 1.244, -1.043], [-2.174, 2.609, 1.329], [-0.744, 2.222, 0.149], [-0.987, 1.197, 1.726], [-4.202, 1.786, 1.397], [-4.322, -1.474, 1.378], [-5.143, -0.296, 2.603], [-3.213, -0.376, 2.560], [-6.135, 1.586, -0.010], [-4.907, 1.158, -1.375], [-5.845, -0.266, -0.387], [-2.610, 3.577, -1.572], [-3.344, 3.890, -2.494], [-4.258, 3.055, -3.070], [-5.053, 3.848, -3.932], [-4.169, 5.013, -4.240], [-3.358, 5.120, -3.085], [-5.330, 3.287, -4.829], [-5.964, 4.143, -3.401], [-3.526, 4.832, -5.108], [-4.735, 5.934, -4.403], [-7.403, 3.563, -2.685], [-8.140, 2.662, -2.320], [-7.897, 1.335, -2.526], [-8.853, 0.619, -1.766], [-9.972, 1.598, -1.612], [-9.315, 2.851, -1.652], [-9.164, -0.289, -2.290], [-8.406, 0.341, -0.807], [-10.689, 1.548, -2.438], [-10.508, 1.472, -0.668]],
  "lowdin_charge": [-0.049, -0.150, -0.175, -0.045, -0.084, -0.212, -0.143, 0.059, -0.006, 0.032, 0.007, -0.098, -0.049, -0.259, 0.016, 0.041, 0.040, -0.151, -0.023, -0.017, -0.104, -0.084, -0.264, -0.064, -0.010, -0.062, -0.146, -0.142, -0.268, -0.097, -0.336, -0.109, -0.094, -0.150, -0.026, 0.077, 0.066, 0.109, 0.101, 0.121, 0.113, 0.108, 0.078, 0.077, 0.079, 0.113, 0.144, 0.117, 0.135, 0.122, 0.140, 0.135, 0.130, 0.134, 0.147, 0.124, 0.092, 0.081, 0.082, 0.132, 0.070, 0.081, 0.095, 0.084, 0.081, 0.076, 0.122, -0.499, 0.052, -0.152, -0.137, 0.067, 0.143, 0.083, 0.132, 0.137, 0.112, -0.476, 0.061, -0.141, -0.136, 0.074, 0.140, 0.125, 0.137, 0.140]
}


2.
{
  "formula": "C32H39GeN8O2PPtS",
  "method": "the ωB97M-V functional and the def2-TZVPD basis",
  "multiplicity": 1,
  "total_charge": 2,
  "symbols": ["Pt", "C", "N", "C", "C", "N", "C", "P", "C", "N", "C", "C", "N", "C", "C", "N", "C", "C", "N", "C", "H", "H", "H", "H", "H", "H", "H", "H", "H", "H", "H", "H", "H", "H", "H", "C", "C", "C", "C", "C", "C", "C", "S", "O", "O", "N", "C", "C", "C", "C", "C", "C", "C", "C", "N", "C", "H", "H", "H", "H", "H", "H", "H", "H", "H", "H", "H", "H", "H", "C", "Ge", "C", "C", "C", "H", "H", "H", "H", "H", "H", "H", "H", "H", "H", "H"],
  "positions_angstrom": [[1.121, -0.313, -0.015], [0.161, -5.864, 0.620], [0.278, -4.574, -0.056], [-0.189, -4.317, -1.307], [0.063, -2.999, -1.560], [0.685, -2.460, -0.480], [0.800, -3.422, 0.430], [1.723, -3.316, 1.972], [3.008, -2.119, 1.471], [2.982, -1.052, 0.659], [4.252, -0.565, 0.587], [5.065, -1.347, 1.354], [4.278, -2.307, 1.904], [4.766, -3.369, 2.791], [0.388, -1.116, 2.910], [0.599, -0.199, 1.977], [0.037, 0.975, 2.474], [-0.484, 0.731, 3.694], [-0.247, -0.602, 3.966], [-0.611, -1.331, 5.177], [0.630, -6.636, 0.015], [-0.891, -6.097, 0.767], [0.655, -5.816, 1.585], [-0.678, -5.071, -1.899], [-0.184, -2.431, -2.439], [4.519, 0.299, 0.007], [6.123, -1.294, 1.544], [5.795, -3.142, 3.049], [4.724, -4.331, 2.287], [4.172, -3.401, 3.700], [0.032, 1.885, 1.903], [-0.998, 1.371, 4.389], [-1.342, -0.741, 5.720], [0.265, -1.489, 5.803], [-1.050, -2.289, 4.910], [-6.839, 2.824, 0.547], [-5.611, 1.965, 0.451], [-5.697, 0.639, 0.035], [-4.570, -0.167, -0.038], [-3.335, 0.368, 0.302], [-3.226, 1.678, 0.736], [-4.358, 2.471, 0.799], [-1.944, -0.755, 0.281], [-2.377, -1.883, -0.567], [0.692, -2.412, 2.928], [-0.771, 0.192, -0.534], [-0.901, 0.355, -1.927], [-2.066, 0.619, -2.609], [-2.055, 0.780, -4.009], [-0.908, 0.668, -4.742], [0.301, 0.360, -4.085], [1.534, 0.174, -4.748], [2.653, -0.166, -4.037], [2.556, -0.323, -2.650], [1.422, -0.148, -2.006], [0.283, 0.202, -2.685], [-7.605, 2.498, -0.155], [-6.607, 3.869, 0.347], [-7.265, 2.767, 1.550], [-6.660, 0.230, -0.243], [-4.642, -1.190, -0.383], [-2.258, 2.076, 1.000], [-4.269, 3.503, 1.115], [-2.998, 0.707, -2.073], [-2.990, 0.996, -4.508], [-0.913, 0.798, -5.816], [1.580, 0.296, -5.823], [3.606, -0.321, -4.520], [3.416, -0.613, -2.058], [-0.584, 3.665, -0.380], [1.319, 3.302, -0.567], [2.346, 4.631, 0.423], [1.775, 3.343, -2.466], [1.984, 1.569, 0.162], [-0.778, 4.638, -0.833], [-0.897, 3.726, 0.663], [-1.187, 2.922, -0.899], [2.166, 5.621, 0.003], [3.416, 4.431, 0.369], [2.053, 4.649, 1.473], [1.734, 4.372, -2.823], [1.065, 2.761, -3.054], [2.782, 2.969, -2.652], [2.275, 1.673, 1.207], [2.907, 1.418, -0.404]],
  "lowdin_charge": [1.400, 0.010, -0.098, -0.006, -0.096, -0.052, -0.427, 1.164, -0.390, -0.081, -0.092, -0.005, -0.109, 0.000, -0.423, -0.061, -0.114, 0.000, -0.029, 0.038, 0.107, 0.110, 0.066, 0.146, 0.121, 0.112, 0.143, 0.104, 0.101, 0.093, 0.089, 0.141, 0.105, 0.107, 0.103, -0.036, -0.253, -0.016, -0.070, -0.396, -0.087, -0.019, 0.929, -0.464, -0.190, -0.329, -0.293, 0.023, -0.020, -0.008, -0.155, 0.039, -0.011, -0.085, -0.066, -0.192, 0.084, 0.084, 0.094, 0.123, 0.111, 0.066, 0.122, 0.111, 0.124, 0.127, 0.138, 0.123, 0.113, -0.208, 0.772, -0.205, -0.194, -0.367, 0.039, 0.016, 0.001, 0.032, 0.027, 0.025, 0.035, 0.008, 0.025, 0.014, -0.021]
}


3.
{
  "formula": "C32H39MgN2O4P3S2",
  "method": "the ωB97M-V functional and the def2-TZVPD basis",
  "multiplicity": 1,
  "total_charge": 0,
  "symbols": ["Mg", "S", "P", "C", "P", "S", "C", "C", "C", "C", "C", "C", "C", "C", "C", "C", "C", "C", "C", "C", "C", "C", "C", "C", "C", "C", "C", "C", "C", "C", "H", "H", "H", "H", "H", "H", "H", "H", "H", "H", "H", "H", "H", "H", "H", "H", "H", "H", "H", "H", "C", "C", "O", "P", "O", "C", "C", "O", "C", "C", "H", "H", "H", "H", "H", "H", "H", "H", "H", "H", "H", "H", "H", "H", "H", "N", "C", "N", "O", "H", "H", "H", "H"],
  "positions_angstrom": [[0.244, -0.228, -1.118], [-2.146, -1.129, -1.026], [-1.635, -0.827, 0.944], [-0.021, -0.414, 1.141], [0.480, 1.178, 1.299], [0.341, 2.211, -0.464], [2.243, 1.217, 1.741], [2.794, 2.302, 2.412], [4.157, 2.347, 2.666], [4.979, 1.312, 2.247], [4.431, 0.225, 1.578], [3.069, 0.176, 1.331], [-0.252, 2.138, 2.663], [-0.152, 1.602, 3.946], [-0.620, 2.312, 5.037], [-1.206, 3.557, 4.854], [-1.318, 4.089, 3.580], [-0.835, 3.386, 2.484], [-2.878, 0.312, 1.620], [-3.242, 0.250, 2.960], [-4.112, 1.189, 3.489], [-4.628, 2.190, 2.679], [-4.273, 2.250, 1.340], [-3.398, 1.317, 0.810], [-1.996, -2.397, 1.793], [-3.191, -3.072, 1.568], [-3.448, -4.265, 2.222], [-2.509, -4.793, 3.099], [-1.316, -4.122, 3.326], [-1.061, -2.923, 2.675], [2.160, 3.116, 2.740], [4.576, 3.194, 3.193], [6.042, 1.349, 2.442], [5.071, -0.586, 1.251], [2.626, -0.675, 0.825], [0.304, 0.628, 4.080], [-0.532, 1.895, 6.033], [-1.578, 4.110, 5.707], [-1.779, 5.058, 3.435], [-0.904, 3.800, 1.487], [-2.845, -0.535, 3.595], [-4.385, 1.140, 4.535], [-5.307, 2.924, 3.093], [-4.675, 3.030, 0.705], [-3.118, 1.358, -0.236], [-3.912, -2.664, 0.870], [-4.379, -4.788, 2.045], [-2.710, -5.727, 3.607], [-0.587, -4.529, 4.017], [-0.136, -2.375, 2.826], [-0.209, 3.046, -5.119], [1.240, 2.613, -5.038], [1.357, 1.177, -5.108], [1.654, 0.390, -3.715], [0.159, -0.146, -3.285], [-0.636, -1.041, -4.117], [-1.856, -0.319, -4.636], [2.224, -0.990, -4.343], [3.578, -1.372, -4.057], [4.259, -1.802, -5.337], [-0.274, 4.134, -5.144], [-0.765, 2.690, -4.252], [-0.675, 2.652, -6.023], [1.697, 2.971, -4.110], [1.820, 3.002, -5.876], [-0.918, -1.875, -3.474], [-0.003, -1.414, -4.918], [-2.435, 0.082, -3.804], [-2.488, -1.014, -5.190], [-1.569, 0.492, -5.301], [3.540, -2.188, -3.331], [4.111, -0.537, -3.594], [3.724, -2.634, -5.792], [5.282, -2.120, -5.132], [4.287, -0.979, -6.051], [2.440, -3.434, -0.022], [1.356, -2.875, -0.618], [0.193, -3.543, -0.547], [1.491, -1.824, -1.280], [2.325, -4.164, 0.658], [3.243, -2.837, 0.073], [0.053, -4.227, 0.178], [-0.639, -3.025, -0.843]],
  "lowdin_charge": [0.202, 0.363, 0.439, -0.576, 0.404, 0.282, -0.330, -0.075, -0.081, -0.094, -0.088, -0.086, -0.352, -0.095, -0.085, -0.091, -0.082, -0.098, -0.335, -0.083, -0.082, -0.089, -0.081, -0.107, -0.366, -0.097, -0.082, -0.094, -0.093, -0.108, 0.108, 0.102, 0.099, 0.096, 0.067, 0.111, 0.102, 0.100, 0.103, 0.073, 0.109, 0.103, 0.101, 0.103, 0.075, 0.097, 0.102, 0.100, 0.099, 0.088, -0.077, -0.296, -0.289, 0.887, -0.430, -0.264, -0.063, -0.304, -0.303, -0.074, 0.079, 0.074, 0.075, 0.100, 0.114, 0.088, 0.113, 0.064, 0.085, 0.060, 0.109, 0.104, 0.078, 0.077, 0.078, 0.194, -0.625, 0.202, -0.075, 0.108, 0.105, 0.110, 0.023]
}


no.,HOMO energy (eV)
1,-8.6
2,-13.0
3,-6.9